Record 1
This record from OMol25 describes a structure of composition C31H32BF3O2S. The level of theory is ωB97M-V with the def2-TZVPD basis set.

Positions of all 70 atoms, in Å:
C  -2.6581  5.7163  -0.6042
C  -1.7727  4.6928  -0.0200
C  -1.5575  4.3805  1.3325
C  -0.6365  3.3331  1.5088
C  -0.1588  2.8429  0.2859
B  -0.5062  -0.5489  0.0845
C  0.9755  2.0277  0.1434
C  1.6885  1.5034  1.2667
C  3.0560  1.6896  1.2433
C  3.6372  1.9734  0.0072
C  5.0527  2.4198  0.0077
F  5.5627  2.6468  -1.2356
F  5.1630  3.5979  0.7155
F  5.8584  1.4955  0.6383
C  2.9386  1.9395  -1.2070
C  1.5563  1.8295  -1.1271
O  -1.1199  -0.3335  1.2870
C  -2.4635  -0.7360  0.8596
C  -2.5321  -2.2311  1.1990
C  -3.5141  -0.0371  1.6653
C  -2.5072  -0.2607  -0.7084
C  -3.0275  -1.3559  -1.6051
C  -3.2523  1.0501  -0.9825
O  -1.1066  -0.0021  -1.0529
S  -0.8899  3.6734  -1.0788
H  -3.0993  6.2765  0.2046
H  -2.1325  6.3653  -1.2950
H  -3.4217  5.1730  -1.1500
H  -1.9894  4.9702  2.1351
H  -0.2332  2.9908  2.4632
H  1.1517  1.0056  2.0950
H  3.6760  1.6682  2.1513
H  3.4442  2.1128  -2.1641
H  0.9032  1.5916  -1.9783
H  -3.4369  -2.8000  0.9181
H  -1.6658  -2.7837  0.8235
H  -2.4828  -2.3273  2.2870
H  -4.4837  -0.4977  1.4404
H  -3.2945  -0.1420  2.7239
H  -3.5292  1.0172  1.3818
H  -3.9617  -1.7513  -1.1892
H  -3.2296  -0.9626  -2.6031
H  -2.2888  -2.1575  -1.7059
H  -4.3376  0.9310  -0.8549
H  -2.8644  1.8688  -0.3639
H  -3.0598  1.3351  -2.0202
C  0.9154  -1.1353  -0.1608
C  1.6222  -1.7846  1.0104
C  3.0196  -1.6402  1.0010
C  3.8290  -2.3731  1.8458
C  3.2398  -3.2959  2.7230
C  1.8545  -3.4579  2.7492
C  1.0375  -2.6715  1.9289
C  0.5544  -2.1141  -1.2737
C  0.6932  -1.6703  -2.5948
C  0.4077  -2.5458  -3.6236
C  -0.1146  -3.8152  -3.3188
C  -0.3091  -4.2308  -2.0077
C  0.0433  -3.3814  -0.9656
H  1.6262  -0.4501  -0.6147
H  3.5048  -1.0238  0.2336
H  4.9085  -2.2682  1.7409
H  3.8574  -3.9198  3.3697
H  1.3655  -4.2362  3.3435
H  -0.0352  -2.8716  1.9339
H  1.0507  -0.6567  -2.8073
H  0.5902  -2.2351  -4.6538
H  -0.3647  -4.5125  -4.1213
H  -0.6907  -5.2066  -1.7292
H  -0.0557  -3.6944  0.0689

Values from the calculation:
E: -56426.6504 eV
energy relative to the best compared isomer or geometry (same formula, charge and spin): 1.141 eV
E_LUMO: -0.37 eV
frontier orbital gap: 7.2073 eV


Record 2
This record from OMol25 describes a cluster of 12 separate species, C20H43Cl22FNOS in total. The level of theory is ωB97M-V with the def2-TZVPD basis set.

Positions of all 89 atoms, in Å:
C  0.8952  2.5662  1.4100
C  -0.6843  2.0512  1.5992
C  -1.5383  2.1565  0.2056
S  -1.7404  0.5539  -0.7375
C  -1.1973  -0.9499  0.2355
C  0.4042  -1.0069  0.5780
C  0.7729  -1.3133  2.1454
F  -0.3044  -1.9561  2.9325
C  -3.6318  0.3754  -0.9415
C  -4.3753  0.2362  0.5102
O  -5.3366  1.3646  0.7466
C  -5.1954  -1.1597  0.7522
N  -4.7634  -2.3242  -0.1096
H  1.0029  3.7374  1.5481
H  1.3450  2.2478  0.3645
H  1.5910  2.0903  2.2500
H  -1.1642  2.8523  2.3433
H  -0.7502  1.0236  2.1539
H  -2.6208  2.5625  0.4966
H  -1.0810  2.9988  -0.5056
H  -1.4222  -1.8956  -0.4575
H  -1.9112  -1.0539  1.1564
H  0.8653  0.0336  0.2199
H  0.9329  -1.8238  -0.0939
H  1.0225  -0.2708  2.6569
H  1.7365  -1.9997  2.2790
H  -3.9735  1.4271  -1.3918
H  -3.9311  -0.4247  -1.7406
H  -3.5628  0.3535  1.3683
H  -4.9691  1.8831  1.5466
H  -6.3734  -0.9990  0.7120
H  -4.9748  -1.4842  1.8794
H  -4.1906  -2.9663  0.4814
H  -5.6581  -2.8597  -0.3253
C  2.5705  -0.3205  -2.7170
Cl  1.8914  1.3076  -2.6019
Cl  1.3111  -1.5489  -2.5426
H  3.0495  -0.4381  -3.6920
H  3.3102  -0.4544  -1.9240
C  6.4705  -0.9359  -1.9170
Cl  5.7914  0.6922  -1.8019
Cl  5.2111  -2.1642  -1.7426
H  6.9495  -1.0535  -2.8920
H  7.2102  -1.0698  -1.1240
C  -2.6708  5.4041  1.6688
Cl  -4.1031  4.4924  2.1610
Cl  -1.2741  4.9821  2.6669
H  -2.4444  5.1746  0.6248
H  -2.8749  6.4723  1.7759
C  -7.4270  1.3665  -1.6192
Cl  -9.0605  0.6954  -1.6990
Cl  -6.4187  0.7439  -2.9310
H  -7.4851  2.4546  -1.7008
H  -6.9759  1.0917  -0.6627
C  -0.7813  -4.7101  -2.5549
Cl  -0.5298  -4.5743  -0.8104
Cl  -2.1004  -3.6624  -3.0910
H  0.1369  -4.4182  -3.0705
H  -1.0281  -5.7461  -2.7992
C  4.3315  4.1621  2.4924
Cl  4.3677  3.3805  0.9073
Cl  3.0552  5.3828  2.5708
H  4.1472  3.4049  3.2583
H  5.2956  4.6433  2.6739
C  -12.7192  1.3671  -0.5096
Cl  -13.4005  2.7577  -1.3624
Cl  -13.9421  0.1167  -0.2526
H  -11.9032  0.9498  -1.1046
H  -12.3378  1.6964  0.4600
C  4.4101  -3.5177  3.0227
Cl  4.1933  -4.3877  1.4992
Cl  5.2712  -1.9948  2.7687
H  3.4287  -3.3039  3.4531
H  4.9863  -4.1419  3.7100
C  -2.0007  -6.2688  2.7120
Cl  -2.6820  -4.8783  1.8592
Cl  -3.2236  -7.5192  2.9690
H  -1.1847  -6.6861  2.1170
H  -1.6193  -5.9395  3.6816
C  10.3019  -1.5488  -3.1448
Cl  9.6228  0.0793  -3.0298
Cl  9.0425  -2.7771  -2.9705
H  10.7809  -1.6664  -4.1199
H  11.0416  -1.6827  -2.3518
C  11.4233  3.8241  -2.4424
Cl  12.2176  2.3043  -2.8718
Cl  9.7482  3.8480  -3.0068
H  11.4342  3.9365  -1.3556
H  11.9663  4.6521  -2.9045

Values from the calculation:
E: -314010.1814 eV
E_LUMO: -2.04 eV
frontier orbital gap: 10.0285 eV
total charge: +1


Record 3
This record from OMol25 describes the molecule C18H24N6O3. The level of theory is ωB97M-V with the def2-TZVPD basis set.

Positions of all 51 atoms, in Å:
C  0.4504  5.7755  0.1679
N  1.2441  4.6831  -0.3597
C  1.7202  4.9876  -1.6952
C  2.3276  4.3091  0.5399
C  2.7605  2.8660  0.2791
N  1.5682  2.0485  0.2810
C  1.6453  0.7169  0.1040
N  2.7696  0.0179  0.2296
C  2.3970  -1.2694  0.0678
C  1.0336  -1.3715  -0.1657
C  0.3798  -2.6203  -0.3361
O  -0.8047  -2.8466  -0.5117
N  1.3114  -3.6599  -0.2648
C  2.6754  -3.6154  -0.0521
O  3.3435  -4.6249  -0.0196
N  3.2126  -2.3578  0.1205
C  4.6282  -2.1959  0.3630
N  0.5621  -0.0627  -0.1594
C  -0.8150  0.3139  -0.3036
C  -1.5438  0.2714  1.0536
O  -2.8272  0.8333  0.9816
C  -3.8615  0.1020  0.4515
C  -3.7725  -1.1993  -0.0266
C  -4.9082  -1.8205  -0.5224
C  -6.1252  -1.1660  -0.5517
C  -6.2104  0.1329  -0.0755
C  -5.0892  0.7632  0.4228
H  -0.3782  5.9696  -0.5117
H  0.0428  5.4910  1.1366
H  1.0283  6.7037  0.2865
H  2.2570  4.1323  -2.0997
H  2.3885  5.8616  -1.7138
H  0.8653  5.1917  -2.3383
H  3.1967  4.9796  0.4512
H  1.9487  4.3730  1.5620
H  3.2964  2.7784  -0.6742
H  3.4291  2.5127  1.0664
H  0.7598  2.5426  -0.0773
H  0.9368  -4.5950  -0.3791
H  4.7828  -1.7056  1.3238
H  5.0793  -3.1861  0.3649
H  5.0673  -1.5797  -0.4212
H  -1.2875  -0.3856  -0.9971
H  -0.8846  1.3243  -0.7175
H  -1.5728  -0.7595  1.4250
H  -0.9984  0.8908  1.7737
H  -2.8450  -1.7496  -0.0289
H  -4.8271  -2.8318  -0.8916
H  -7.0015  -1.6610  -0.9421
H  -7.1549  0.6566  -0.0912
H  -5.1359  1.7725  0.8013

Values from the calculation:
E: -34140.2854 eV
energy relative to the best compared isomer or geometry (same formula, charge and spin): 0.000 eV
E_LUMO: 0.54 eV
SMILES: CN(C)CCNc1nc2c(c(=O)[nH]c(=O)n2C)n1CCOc1ccccc1
frontier orbital gap: 8.3428 eV